The following is a DFT calculation (wB97M-V/def2-TZVPD) of a cluster of 2 separate species, CH5N2O2 in total in a non-equilibrium geometry.

Cartesian coordinates (Å):
1 C -1.42 -2.45 -0.79
2 N 0.36 2.32 0.02
3 N 0.23 -1.05 0.19
4 O -0.25 -0.14 -0.56
5 O -0.36 -2.17 0.02
6 H 0.99 2.83 -0.65
7 H -1.45 -3.47 -1.10
8 H -1.50 -1.62 -1.50
9 H -0.52 2.07 -0.56
10 H 0.81 1.34 0.12

* energy relative to the best compared isomer or geometry (same formula, charge and spin): 0.0 kJ/mol
* HOMO-LUMO gap (spin up / spin down): 4.9 / 7.7 eV
* molar mass: 77.063 g/mol
* 2S+1: 3
* <S²>: 2.007
* charge: -1

natural (NBO) population analysis, charges in e, atoms 1 to 6: C -0.16; N -1.12; N -0.01; O -0.68; O -0.42; H 0.32